Entry 1:
ORCA calculation (ωB97M-V/def2-TZVPD) on a structure of composition C45H36AsF6N5O5PdS2.

Output
Multiplicity = 1
LUMO energy = -0.8 eV

Geometry (Å):
Pd: -0.7080 -0.2074 0.7411
N: 0.4249 -4.0051 -9.0041
C: 0.3156 -3.5654 -7.9481
C: 0.1797 -3.0130 -6.6267
C: -0.8853 -2.1646 -6.3328
C: -1.0049 -1.6282 -5.0626
C: -0.0716 -1.9384 -4.0790
C: 0.9818 -2.7961 -4.3761
C: 1.1157 -3.3302 -5.6453
C: -0.2111 -1.3510 -2.7123
C: -0.6746 -2.2315 -1.7304
C: -1.0381 -3.5877 -1.9457
C: -1.4579 -4.0961 -0.7379
C: -1.3455 -3.0366 0.1806
N: -0.8868 -1.9318 -0.3977
C: 0.1091 0.0000 -2.6021
C: 0.6414 0.8042 -3.6608
C: 0.7589 2.0755 -3.1653
C: 0.2903 2.0039 -1.8252
N: -0.0827 0.7893 -1.4730
H: -1.6116 -1.9305 -7.0990
H: -1.8283 -0.9680 -4.8228
H: 1.6951 -3.0440 -3.6016
H: 1.9380 -3.9915 -5.8828
H: -1.0029 -4.1030 -2.8915
H: -1.8152 -5.0904 -0.5265
H: -1.5894 -3.0457 1.2337
H: 0.8920 0.4618 -4.6520
H: 1.1113 2.9566 -3.6779
H: 0.2044 2.8344 -1.1420
C: -1.5158 6.5266 0.0638
C: -1.2895 5.1635 0.6383
C: -0.0145 4.6052 0.7296
C: 0.1512 3.3346 1.2218
N: -0.9011 2.6159 1.6511
C: -2.1374 3.1227 1.5697
C: -2.3554 4.3845 1.0674
H: -0.5771 7.0275 -0.1640
H: -2.0843 7.1451 0.7589
H: -2.1021 6.4475 -0.8540
H: 0.8558 5.1468 0.3850
H: 1.1107 2.8426 1.2800
H: -2.9545 2.4881 1.8623
H: -3.3781 4.7260 0.9883
C: 2.9066 -5.0558 -0.4379
C: 2.3223 -5.0729 0.8195
C: 1.8656 -3.8927 1.3882
C: 1.9805 -2.6952 0.6934
C: 2.5507 -2.6801 -0.5741
C: 3.0234 -3.8595 -1.1307
As: 1.3461 -1.0427 1.4788
C: 1.8846 -1.2241 3.3181
C: 1.2467 -1.9189 4.3296
C: 1.7980 -1.9205 5.6059
C: 2.9731 -1.2233 5.8532
C: 3.6014 -0.5126 4.8395
C: 3.0580 -0.5020 3.5609
C: 3.5844 0.2596 2.4049
C: 4.7008 1.0872 2.4148
C: 5.0538 1.7810 1.2647
C: 4.3015 1.6597 0.1031
C: 3.1821 0.8343 0.0791
C: 2.8421 0.1383 1.2262
H: 3.2728 -5.9742 -0.8781
H: 2.2262 -6.0040 1.3626
H: 1.4275 -3.9129 2.3787
H: 2.6332 -1.7522 -1.1293
H: 3.4924 -3.8441 -2.1066
H: 0.3235 -2.4529 4.1348
H: 1.3111 -2.4634 6.4054
H: 3.4014 -1.2284 6.8471
H: 4.5108 0.0346 5.0539
H: 5.2964 1.1992 3.3122
H: 5.9245 2.4238 1.2757
H: 4.5835 2.2089 -0.7860
H: 2.5758 0.7547 -0.8163
F: -4.1012 -1.8453 1.5353
C: -4.8873 -0.9721 0.8962
F: -5.9377 -1.6169 0.4070
F: -5.3081 -0.0642 1.7784
S: -3.9110 -0.1776 -0.4492
O: -2.8326 0.4627 0.3106
O: -3.5742 -1.2447 -1.3286
N: -4.9125 0.7950 -1.1442
S: -5.2308 2.2978 -0.7781
O: -4.8370 2.7067 0.5444
O: -6.5268 2.6509 -1.2537
C: -4.0737 3.1877 -1.9087
F: -4.3884 2.9843 -3.1798
F: -2.8109 2.7972 -1.7153
F: -4.1409 4.5072 -1.6591
C: 0.6897 1.9499 4.0906
O: 0.6048 1.2905 2.8333
C: -0.6551 1.2146 2.2058
C: -1.7572 0.8641 3.1950
H: 0.2503 1.3457 4.8865
H: 0.2063 2.9318 4.0724
H: 1.7518 2.0809 4.2899
H: -1.4275 -0.0196 3.7416
H: -2.6878 0.6139 2.6903
H: -1.9553 1.6645 3.9156

---

Entry 2:
ORCA calculation (ωB97M-V/def2-TZVPD) on a structure of composition C45H36NO2P2PdTe.

Output
Expectation value of S² = 2.01
Multiplicity = 3
LUMO energy (spin up / spin down) = 2.5 / 1.7 eV
Charge = -1

Geometry (Å):
Pd: 0.3228 0.0076 0.0914
N: -0.8023 2.8882 0.2748
P: 0.7728 2.3039 0.4190
C: 1.2101 2.6821 2.1646
C: 0.9513 3.9403 2.7031
C: 1.2433 4.2029 4.0302
C: 1.8009 3.2126 4.8292
C: 2.0576 1.9581 4.3005
C: 1.7571 1.6912 2.9706
C: 1.8206 3.5254 -0.4264
C: 1.3570 4.2944 -1.4910
C: 2.1938 5.2009 -2.1235
C: 3.5162 5.3240 -1.7254
C: 4.0027 4.5163 -0.7057
C: 3.1655 3.6194 -0.0664
P: -1.8616 1.3123 0.1417
C: -3.4109 2.2165 -0.3139
C: -4.4277 1.5672 -1.0168
C: -5.6098 2.2168 -1.3371
C: -5.8025 3.5402 -0.9700
C: -4.7787 4.2182 -0.3283
C: -3.5880 3.5709 -0.0279
C: -1.9678 1.1725 1.9990
C: -1.5983 -0.0214 2.6173
C: -1.5657 -0.1347 3.9986
C: -1.9285 0.9397 4.7923
C: -2.3262 2.1244 4.1920
C: -2.3364 2.2404 2.8109
H: -0.9315 3.5366 -0.4919
H: 0.5098 4.7023 2.0706
H: 1.0270 5.1795 4.4475
H: 2.0208 3.4198 5.8699
H: 2.4766 1.1788 4.9252
H: 1.9212 0.7010 2.5604
H: 0.3389 4.1862 -1.8435
H: 1.8119 5.8122 -2.9319
H: 4.1654 6.0409 -2.2120
H: 5.0416 4.5904 -0.4095
H: 3.5511 2.9825 0.7218
H: -4.2970 0.5359 -1.3062
H: -6.3853 1.6862 -1.8760
H: -6.7346 4.0442 -1.1950
H: -4.9009 5.2598 -0.0564
H: -2.7939 4.1418 0.4321
H: -1.3455 -0.8880 2.0239
H: -1.2531 -1.0705 4.4459
H: -1.9010 0.8561 5.8724
H: -2.6256 2.9696 4.8010
H: -2.6289 3.1798 2.3696
Te: 1.7868 -0.1722 -2.1392
C: 3.7493 0.1148 -1.3520
C: 4.8378 0.2384 -2.2161
C: 6.1180 0.4466 -1.7266
C: 6.3461 0.5381 -0.3612
C: 5.2748 0.3975 0.5099
C: 3.9947 0.1888 0.0171
H: 4.6782 0.1647 -3.2862
H: 6.9488 0.5357 -2.4177
H: 7.3439 0.7194 0.0202
H: 5.4328 0.4406 1.5816
H: 3.1781 0.0462 0.7053
O: -3.0075 -0.4476 0.2247
C: -2.4426 -1.5130 -0.2078
O: -1.2987 -1.6065 -0.6739
C: -3.2813 -2.7667 -0.1464
C: -4.6517 -2.7052 0.0765
C: -5.4039 -3.8705 0.0899
C: -4.7856 -5.0978 -0.1058
C: -3.4111 -5.1637 -0.2939
C: -2.6602 -3.9989 -0.3205
H: -5.1167 -1.7413 0.2379
H: -6.4739 -3.8251 0.2530
H: -5.3744 -6.0076 -0.1004
H: -2.9236 -6.1222 -0.4222
H: -1.5886 -4.0228 -0.4738
C: 1.1734 -1.6091 1.1278
C: 1.3575 -2.7969 0.9049
C: 1.5726 -4.1823 0.6463
C: 1.5758 -5.1459 1.6587
C: 1.7593 -6.4850 1.3531
C: 1.9389 -6.8881 0.0372
C: 1.9432 -5.9373 -0.9761
C: 1.7638 -4.5974 -0.6789
H: 1.4289 -4.8311 2.6837
H: 1.7636 -7.2233 2.1463
H: 2.0712 -7.9370 -0.1993
H: 2.0910 -6.2460 -2.0041
H: 1.7600 -3.8483 -1.4613

---

Entry 3:
ORCA calculation (ωB97M-V/def2-TZVPD) on a structure of composition C45H37As2Br2FeN6O11.

Output
Multiplicity = 1
LUMO energy (spin up / spin down) = -3.6 / -3.6 eV
Charge = +1

Geometry (Å):
Fe: -1.7029 0.3055 -1.1768
C: -2.0293 3.7023 1.7386
C: -3.3920 3.8665 1.9035
C: -4.2367 2.9558 1.2951
C: -3.6936 1.9044 0.5631
N: -2.3752 1.7197 0.4308
C: -1.5811 2.6241 0.9973
C: -4.5692 1.0049 -0.2174
C: -5.9135 0.8317 0.0984
C: -6.7189 0.1148 -0.7659
C: -6.1562 -0.3828 -1.9281
C: -4.8011 -0.2047 -2.1372
N: -3.9977 0.4445 -1.2905
H: -1.3174 4.3991 2.1582
H: -3.7924 4.6990 2.4658
H: -5.3069 3.0847 1.3466
H: -0.5273 2.4878 0.8420
H: -6.3198 1.2506 1.0067
H: -7.7672 -0.0346 -0.5454
H: -6.7476 -0.9095 -2.6633
H: -4.3499 -0.5926 -3.0388
Br: -1.5120 4.3267 -4.1559
C: -0.2781 2.9189 -3.9512
C: 0.8199 2.8353 -4.8229
C: 1.7242 1.8136 -4.7342
Br: 3.1575 1.7321 -5.9652
C: 1.5793 0.8139 -3.7410
C: 2.4087 -0.3166 -3.5876
C: 2.1247 -1.2399 -2.6185
C: 1.0330 -1.0250 -1.7646
N: 0.2598 0.0338 -1.8625
C: 0.4954 0.9399 -2.8533
C: -0.4917 1.9814 -2.9532
O: -1.4882 1.9812 -2.1226
H: 0.9357 3.5917 -5.5868
H: 3.2569 -0.4425 -4.2465
H: 2.7365 -2.1213 -2.4853
H: 0.7847 -1.7340 -0.9835
O: -4.3918 -5.4011 -4.3134
N: -4.0195 -5.6131 -3.1768
O: -4.1683 -6.6583 -2.5844
C: -3.3627 -4.5046 -2.4439
C: -3.2169 -4.6966 -1.1138
C: -2.6786 -3.6699 -0.2786
C: -2.4711 -3.8167 1.1064
C: -1.9521 -2.7647 1.8135
C: -1.6813 -1.5592 1.1504
N: -1.8926 -1.3988 -0.1429
C: -2.3548 -2.4466 -0.8593
C: -2.4633 -2.2650 -2.2832
N: -2.0398 -1.0693 -2.7469
C: -2.0276 -0.8553 -4.0453
C: -2.4432 -1.8299 -4.9584
C: -2.9062 -3.0402 -4.5035
C: -2.9421 -3.2918 -3.1138
H: -3.5336 -5.6340 -0.6800
H: -2.7074 -4.7565 1.5883
H: -1.7425 -2.8404 2.8705
H: -1.2755 -0.7067 1.6810
H: -1.6854 0.1188 -4.3757
H: -2.3953 -1.6208 -6.0172
H: -3.2304 -3.7925 -5.1990
C: -1.4035 1.1583 4.1815
O: -0.3196 0.8896 3.2764
C: 0.8912 1.2699 3.7186
O: 1.0615 1.8278 4.7721
C: 1.9880 0.9582 2.7527
C: 3.1296 0.5124 3.2972
As: 4.9619 0.1929 2.4534
C: 5.3830 2.1318 2.2633
C: 4.1544 0.1326 0.6407
C: 2.8765 -0.2889 0.6589
As: 1.3751 0.9734 0.8038
C: 2.0751 2.7403 0.3286
C: 2.4714 -1.5170 1.4252
O: 1.3212 -1.8807 1.4880
O: 3.4920 -2.2031 1.9147
C: 3.1528 -3.3837 2.6711
C: 4.5890 0.9376 -0.5537
O: 3.8192 1.3306 -1.3807
O: 5.9054 1.1177 -0.7574
C: 6.8699 0.2411 -0.1724
C: 3.1005 -0.0153 4.7100
O: 2.5397 -1.0638 4.9099
O: 3.7590 0.5961 5.6901
C: 4.2833 1.9086 5.4818
H: -2.3030 0.8312 3.6652
H: -1.4562 2.2225 4.4027
H: -1.2614 0.6036 5.1072
H: 6.1647 2.3849 2.9780
H: 4.5001 2.7335 2.4628
H: 5.7526 2.3553 1.2652
H: 3.1310 2.8669 0.5476
H: 1.5023 3.4651 0.9116
H: 1.9050 2.9105 -0.7322
H: 4.1027 -3.8454 2.9188
H: 2.5451 -4.0478 2.0600
H: 2.6141 -3.0889 3.5699
H: 7.7726 0.3738 -0.7616
H: 6.5435 -0.7969 -0.2287
H: 7.0890 0.5118 0.8625
H: 4.4451 2.3211 6.4732
H: 3.5681 2.5280 4.9418
H: 5.2395 1.8570 4.9604

---

Entry 4:
ORCA calculation (ωB97M-V/def2-TZVPD) on a structure of composition C45H37BrN2O3PdS3SbSe.

Output
Multiplicity = 1
LUMO energy (spin up / spin down) = -5.0 / -5.0 eV
Charge = +1

Geometry (Å):
Pd: -0.4060 1.1558 -0.3322
O: 1.3003 -0.1676 -1.1754
C: 2.0119 0.9783 -1.6245
C: 1.1750 1.6017 -2.7248
C: 1.3153 2.6525 -3.5535
C: 0.1185 2.9021 -4.3223
C: -0.8878 2.0415 -4.0408
S: -0.3756 0.8473 -2.9147
C: 3.3640 0.6027 -2.1868
C: 4.4562 1.4131 -2.2648
C: 5.5418 0.8095 -2.9628
C: 5.2392 -0.4412 -3.3989
S: 3.6470 -0.8897 -2.9723
C: 2.1367 1.9820 -0.4782
C: 1.6206 3.2554 -0.3881
C: 1.9449 3.8967 0.8375
C: 2.7098 3.1047 1.6382
S: 3.0380 1.5905 0.9263
H: 2.2164 3.2474 -3.6213
H: 0.0344 3.6897 -5.0588
H: -1.8622 1.9873 -4.4972
H: 4.4887 2.4062 -1.8350
H: 6.4983 1.2850 -3.1230
H: 5.8701 -1.1272 -3.9416
H: 1.1001 3.7346 -1.2039
H: 1.6246 4.8927 1.1081
H: 3.0957 3.3354 2.6202
C: 0.5649 -4.1796 -1.8477
C: -0.6390 -3.3796 -2.2632
C: -1.3449 -3.8686 -3.3637
C: -2.4688 -3.2421 -3.8707
C: -2.9405 -2.0897 -3.2691
C: -2.2708 -1.5809 -2.1705
C: -1.1312 -2.2024 -1.6587
Sb: -0.4369 -1.3305 0.1427
C: 1.2114 -2.2948 0.9948
C: 2.3382 -2.4948 0.1953
C: 3.4622 -3.1249 0.6941
C: 3.4631 -3.5809 2.0014
C: 2.3440 -3.4004 2.7928
C: 1.1988 -2.7534 2.3285
C: 0.0601 -2.6465 3.3100
C: -2.1704 -1.5921 1.3158
C: -2.8543 -0.5271 1.8934
C: -4.0450 -0.7415 2.5720
C: -4.5559 -2.0251 2.6730
C: -3.8722 -3.0864 2.1022
C: -2.6782 -2.8974 1.4111
C: -2.0045 -4.1128 0.8248
H: 0.4700 -5.1983 -2.2214
H: 0.7092 -4.2351 -0.7742
H: 1.4771 -3.7583 -2.2737
H: -0.9911 -4.7804 -3.8300
H: -2.9785 -3.6633 -4.7277
H: -3.8261 -1.5908 -3.6413
H: -2.6628 -0.6890 -1.7089
H: 2.3368 -2.1602 -0.8218
H: 4.3309 -3.2571 0.0613
H: 4.3346 -4.0787 2.4077
H: 2.3488 -3.7600 3.8154
H: 0.4586 -2.5054 4.3156
H: -0.5192 -3.5734 3.3277
H: -0.6192 -1.8291 3.1078
H: -2.4751 0.4833 1.8332
H: -4.5658 0.0961 3.0180
H: -5.4829 -2.2049 3.2022
H: -4.2649 -4.0928 2.1970
H: -2.1307 -4.9703 1.4861
H: -0.9281 -3.9905 0.6841
H: -2.4341 -4.3733 -0.1449
Br: 1.6638 0.4050 7.2843
C: 0.7473 1.3658 5.9541
C: 0.1025 2.5540 6.2794
N: -0.5609 3.2910 5.3900
C: -0.6010 2.8470 4.1367
C: 0.0084 1.6662 3.7289
C: 0.7057 0.9047 4.6569
C: -0.0997 1.2171 2.3269
O: -0.6105 2.0411 1.4791
O: 0.2892 0.0789 1.9821
H: 0.1290 2.9229 7.2982
H: -1.1418 3.4495 3.4169
H: 1.2013 -0.0088 4.3552
Se: -2.7006 1.6621 -0.7220
C: -2.5075 3.3608 -1.5686
C: -1.6257 4.3241 -1.1023
C: -1.5244 5.5150 -1.8079
N: -2.2557 5.8129 -2.8820
C: -3.1392 4.8954 -3.2753
C: -3.2925 3.6543 -2.6734
H: -1.0474 4.1686 -0.2007
H: -0.8253 6.2779 -1.4802
H: -3.7481 5.1528 -4.1356
H: -4.0009 2.9382 -3.0709

---

Entry 5:
ORCA calculation (ωB97M-V/def2-TZVPD) on a structure of composition C45H37BrN5O7P2SiY.

Output
Multiplicity = 1
LUMO energy (spin up / spin down) = -0.3 / -0.3 eV

Geometry (Å):
Y: -0.1024 0.6539 0.5610
C: -2.9626 -2.9487 -0.3591
C: -2.0695 -3.9937 -0.5634
C: -0.7411 -3.8209 -0.2402
C: -0.3225 -2.6051 0.2898
N: -1.1771 -1.5763 0.4238
C: -2.4656 -1.7547 0.1120
C: 1.0483 -2.3664 0.7956
C: 1.9891 -3.3539 0.8645
C: 3.2120 -3.0912 1.5299
C: 3.3730 -1.8886 2.1623
C: 2.3840 -0.8957 2.0556
N: 1.2668 -1.1032 1.2746
C: 2.4660 0.3857 2.6772
C: 3.4566 0.7259 3.6253
C: 3.4543 1.9620 4.2062
C: 2.4532 2.8820 3.8507
C: 1.5241 2.4986 2.9188
N: 1.5102 1.2929 2.3158
H: -4.0144 -3.0488 -0.5847
H: -2.4077 -4.9330 -0.9795
H: -0.0329 -4.6160 -0.4119
H: -3.1089 -0.8936 0.2465
H: 1.7966 -4.3337 0.4554
H: 3.9803 -3.8500 1.5808
H: 4.2736 -1.6939 2.7282
H: 4.2025 -0.0032 3.9061
H: 4.2058 2.2212 4.9410
H: 2.3967 3.8641 4.2972
H: 0.7365 3.1777 2.6241
O: -2.7542 1.0543 -1.7433
P: -1.3620 0.8852 -2.5103
O: -1.4127 1.2856 -3.9320
O: -0.3263 1.4613 -1.5787
O: -1.2099 -0.7486 -2.4455
P: -0.0266 -1.5385 -3.1877
O: -0.0346 -0.9830 -4.6534
O: -0.1266 -2.9883 -3.0781
O: 1.2148 -0.9232 -2.4220
H: -3.5083 0.9314 -2.3324
H: -0.4839 -0.1065 -4.7178
Br: -4.3740 -3.4023 5.2650
C: -3.6038 -1.9772 4.2800
C: -4.4228 -1.0340 3.6854
C: -3.8572 0.0022 2.9568
C: -2.4721 0.1083 2.8194
C: -1.6683 -0.8523 3.4407
C: -2.2246 -1.8920 4.1626
N: -1.8484 1.0986 2.0449
C: -2.3807 2.3326 2.0230
C: -1.7500 3.3752 1.3189
C: -2.3156 4.6721 1.2373
C: -1.6708 5.6464 0.5316
C: -0.4597 5.3392 -0.1203
C: 0.0224 4.0571 -0.0181
N: -0.5725 3.0871 0.6881
H: -5.4974 -1.1132 3.7782
H: -4.5035 0.7163 2.4619
H: -0.5901 -0.7747 3.3489
H: -1.5912 -2.6293 4.6366
H: -3.2837 2.5569 2.5827
H: -3.2557 4.8662 1.7369
H: -2.0913 6.6414 0.4638
H: 0.0732 6.0764 -0.7025
H: 0.9328 3.7709 -0.5301
C: 2.7930 2.2618 -6.5197
C: 1.8944 2.5194 -5.4924
C: 1.8979 1.7259 -4.3572
C: 2.7919 0.6568 -4.2280
C: 3.6787 0.4066 -5.2755
C: 3.6840 1.2058 -6.4114
Si: 2.7831 -0.4003 -2.6997
C: 3.8561 -1.9102 -2.8480
C: 3.3001 -3.1906 -2.8767
C: 4.1143 -4.3129 -2.9652
C: 5.4922 -4.1720 -3.0253
C: 6.0616 -2.9051 -3.0003
C: 5.2484 -1.7862 -2.9117
C: 3.2955 0.5940 -1.1964
C: 4.2236 0.0678 -0.2941
C: 4.7215 0.8302 0.7532
C: 4.2890 2.1337 0.9328
C: 3.3547 2.6734 0.0593
C: 2.8687 1.9149 -0.9964
H: 2.7907 2.8792 -7.4090
H: 1.1822 3.3299 -5.5792
H: 1.1694 1.9305 -3.5791
H: 4.3645 -0.4300 -5.2133
H: 4.3771 0.9960 -7.2160
H: 2.2237 -3.3169 -2.8352
H: 3.6683 -5.2993 -2.9914
H: 6.1253 -5.0476 -3.0948
H: 7.1372 -2.7911 -3.0480
H: 5.7054 -0.8020 -2.8806
H: 4.5674 -0.9526 -0.4133
H: 5.4374 0.3984 1.4426
H: 4.6664 2.7238 1.7584
H: 3.0184 3.6942 0.1962
H: 2.1606 2.3624 -1.6839

---

no.,F_max (eV Å⁻¹)
1,0.20
2,0.97
3,1.17
4,2.42
5,0.83